Entry 1:
{"formula": "C2H2Cl2O3", "method": "ωB97M-V/def2-TZVPD", "total_charge": 0, "homo_energy_ev": -11.176, "largest_force_ev_per_a": 4.1, "e_tot_ha": -1223.5145, "symbols": ["C", "C", "O", "O", "O", "Cl", "Cl", "H", "H"], "positions_angstrom": [[1.61550, 1.48508, 0.04784], [-1.81433, 0.09699, -0.28416], [2.72262, 1.72223, -0.04244], [-1.47464, 1.38800, -0.30757], [-1.25013, -0.93378, -0.41652], [1.66091, -1.38778, 0.21308], [-3.62588, 0.04749, 0.23657], [-0.57542, 1.51291, -0.38179], [0.62571, -2.00684, 0.63075]], "atomic_forces_ev_per_a": [[1.491, 0.843, -0.281], [-1.967, 0.087, 1.185], [-1.498, -0.419, 0.198], [-3.830, -1.542, 0.133], [0.156, 1.104, -0.321], [0.403, -0.374, 0.084], [1.537, 0.179, -0.621], [3.848, 0.137, -0.337], [-0.141, -0.014, -0.041]]}


Entry 2:
{"formula": "C2H2Cl2O3", "method": "ωB97M-V/def2-TZVPD", "total_charge": 0, "homo_energy_ev": [-8.478, -8.154], "largest_force_ev_per_a": 4.6, "e_tot_ha": -1223.4118, "symbols": ["C", "C", "O", "O", "O", "Cl", "Cl", "H", "H"], "positions_angstrom": [[-1.14656, -0.63474, -0.99292], [0.71979, -0.03824, 0.59683], [-1.36552, -1.67967, -1.50594], [2.00801, 0.15243, 0.13324], [0.10902, 1.12627, 0.90146], [-2.11337, 0.78683, -1.33794], [0.53225, -1.48846, 1.58180], [2.13159, 0.81925, -0.49488], [-0.87521, 0.95633, 1.11836]], "atomic_forces_ev_per_a": [[2.148, -1.991, 0.246], [-0.516, 0.734, -1.982], [0.210, 1.046, 0.696], [-2.056, -3.092, 2.672], [-1.272, -1.239, 0.918], [-0.705, 1.153, -0.061], [0.428, 1.124, -0.389], [-0.404, 1.959, -1.497], [2.168, 0.306, -0.605]]}


Entry 3:
{"formula": "C2H2Cl2OS", "method": "ωB97M-V/def2-TZVPD", "total_charge": 0, "homo_energy_ev": -9.110, "largest_force_ev_per_a": 3.9, "e_tot_ha": -1471.1111, "symbols": ["C", "C", "O", "S", "Cl", "Cl", "H", "H"], "positions_angstrom": [[-0.14580, 0.66179, 0.51726], [0.24486, -0.08634, -0.49640], [-0.27749, 2.00017, 0.39738], [0.22902, -2.53881, -0.17584], [-0.44283, -0.00192, 2.07841], [0.54648, 0.30194, -2.08174], [-0.56570, 2.38458, 1.23904], [0.41147, -2.72140, -1.47812]], "atomic_forces_ev_per_a": [[0.148, -0.037, 0.113], [-0.231, -3.824, 0.493], [-0.087, 0.125, 0.165], [-0.022, 3.492, 0.150], [-0.050, 0.043, -0.058], [0.088, 0.288, -0.296], [0.099, -0.178, -0.194], [0.055, 0.091, -0.374]]}


Entry 4:
{"formula": "C2H2Cl2OS", "method": "ωB97M-V/def2-TZVPD", "total_charge": 0, "homo_energy_ev": -8.269, "largest_force_ev_per_a": 4.0, "e_tot_ha": -1471.1375, "symbols": ["O", "C", "Cl", "C", "S", "H", "Cl", "H"], "positions_angstrom": [[1.81992, 0.18674, 1.10003], [0.50731, 0.75155, 0.95715], [-0.55829, 0.86377, 2.32968], [-0.04086, 0.84281, -0.20173], [-0.67138, 1.26976, -1.55254], [2.26615, 0.23406, 1.98975], [-1.07824, -2.26058, -2.06954], [-2.24462, -1.88812, -2.55280]], "atomic_forces_ev_per_a": [[-1.083, 0.631, 0.489], [2.525, -1.817, 2.456], [0.484, 0.043, -0.009], [-0.471, 0.928, -1.768], [-0.045, -0.090, -0.042], [-1.421, 0.431, -1.131], [-0.971, 0.158, -0.406], [0.981, -0.284, 0.411]]}